DFT (ωB97M-V with the def2-TZVPD basis set) results for one molecule with the formula C5H11F2N.

Properties
Strongest force on any atom   2.7 eV/A
ΔE to the lowest compared entry with this formula, charge and spin   150.86 kJ/mol
SMILES   CN(C)C(CF)CF
Orbital gap   9.80 eV
LUMO energy   1.045 eV
E_tot   -451.55551 Ha

```
19
C5H11F2N | the Open Molecules 2025 dataset | ωB97M-V with the def2-TZVPD basis set
H -2.023 0.942 -0.831
C 1.285 -1.244 0.481
H 1.985 0.990 -0.655
H 1.360 1.654 0.879
N -0.054 0.683 -0.386
H -0.426 -0.457 1.391
C 1.108 1.473 -0.166
C -1.290 1.407 -0.161
H 1.107 -2.220 1.010
H -0.811 -1.464 -1.460
F 1.845 -1.462 -0.765
H -0.874 -2.557 -0.035
H 1.119 2.517 -0.645
C -0.075 -0.579 0.360
F -2.390 -1.266 -0.154
H -1.597 1.378 0.885
C -1.023 -1.549 -0.365
H 1.991 -0.703 1.096
H -1.236 2.457 -0.479
```

Need the Löwdin charges? In units of e they are:
1 H 0.08
2 C -0.18
3 H 0.09
4 H 0.08
5 N -0.24
6 H 0.15
7 C -0.13
8 C -0.09
9 H 0.14
10 H 0.14
11 F -0.03
12 H 0.11
13 H 0.11
14 C -0.31
15 F -0.07
16 H 0.09
17 C -0.13
18 H 0.11
19 H 0.09